Model a:
A cluster of 2 separate species, CH7N2O in total, computed with ωB97M-V/def2-TZVPD.

Geometry as XYZ:
```
11
Properties=species:S:1:pos:R:3:mulliken_charge:R:1
O -0.59 0.72 -2.31 -1.119
H -0.62 0.45 -3.25 0.130
N 0.11 1.04 0.23 -0.610
C 0.60 -0.04 0.99 -0.510
N 0.09 -1.36 0.82 -0.716
H -0.93 1.15 0.32 0.230
H 0.15 0.74 -0.69 0.319
H 0.44 0.10 2.05 0.416
H 1.70 -0.06 0.98 0.279
H -0.05 -1.40 -0.29 0.323
H -0.91 -1.35 1.15 0.257
```

LUMO level, eV: 4.542
Net charge: -1

---

Model b:
A cluster of 2 separate species, CH7N2O in total, computed with ωB97M-V/def2-TZVPD.

Geometry as XYZ:
```
11
Properties=species:S:1:pos:R:3:mulliken_charge:R:1
N 1.08 1.82 -0.35 -0.734
H 1.57 2.53 0.18 0.169
H 0.22 1.55 0.17 0.376
H 1.64 0.98 -0.32 0.219
N 0.12 -1.47 0.28 -0.586
C -0.99 -0.56 -0.22 -0.395
O -1.22 0.43 0.64 -0.915
H 0.07 -1.44 1.29 0.198
H 0.02 -2.42 -0.06 0.199
H -0.64 -0.22 -1.22 0.230
H -1.89 -1.21 -0.39 0.237
```

LUMO level, eV: 4.982
Net charge: -1

---

Model c:
A cluster of 2 separate species, CH7N2O in total, computed with ωB97M-V/def2-TZVPD.

Geometry as XYZ:
```
11
Properties=species:S:1:pos:R:3:mulliken_charge:R:1
O -1.84 -1.03 -0.50 -1.159
H -2.48 -0.27 -0.72 0.179
N 0.15 -0.12 1.35 -0.726
C 0.73 0.74 0.34 -0.430
N 0.72 0.19 -1.09 -0.727
H 0.69 -1.00 1.34 0.238
H -0.77 -0.43 0.86 0.447
H 1.77 1.08 0.52 0.324
H 0.09 1.66 0.22 0.268
H -0.29 -0.11 -1.06 0.377
H 1.23 -0.70 -1.26 0.210
```

LUMO level, eV: 4.773
Net charge: -1

---

Which structure is the least stable? The one labeled model a.

---

Model a:
An isolated molecule of C5H12O2, computed with ωB97M-V/def2-TZVPD.

Geometry as XYZ:
```
19
Properties=species:S:1:pos:R:3:mulliken_charge:R:1
C -2.28 -0.42 -1.65 -1.058
C -1.39 0.80 -1.88 -0.238
O -0.11 0.67 -1.28 -0.328
C -0.11 0.72 0.12 -0.321
C 1.20 0.11 0.58 -0.494
O 1.13 -0.13 1.96 -0.307
C 2.25 -0.84 2.41 -0.700
H -2.54 -0.55 -0.60 0.309
H -1.75 -1.32 -1.98 0.266
H -3.20 -0.33 -2.23 0.376
H -1.89 1.71 -1.52 0.285
H -1.19 0.92 -2.95 0.290
H -0.22 1.75 0.48 0.233
H -0.93 0.13 0.56 0.249
H 1.34 -0.84 0.03 0.308
H 2.05 0.76 0.33 0.295
H 3.17 -0.25 2.30 0.285
H 2.37 -1.78 1.85 0.305
H 2.10 -1.07 3.47 0.244
```

LUMO level, eV: 1.110
Net charge: 0
Structure (SMILES): CCOCCOC

---

Model b:
A cluster of 2 separate species, C5H12O2 in total, computed with ωB97M-V/def2-TZVPD.

Geometry as XYZ:
```
19
Properties=species:S:1:pos:R:3:mulliken_charge:R:1
O 2.31 -1.28 -0.18 -0.474
C 1.42 -0.61 0.16 -0.056
C -0.01 -1.21 0.12 -0.849
C -1.09 -0.18 -0.11 0.782
C -2.45 -0.76 -0.74 -1.597
C -1.30 0.73 1.15 -0.998
H 1.48 0.35 0.56 0.480
H -0.12 -2.01 -0.60 0.342
H -0.19 -1.91 1.04 0.320
H -0.64 0.61 -0.80 0.131
H -3.02 -0.03 -1.03 0.586
H -2.87 -1.49 0.03 0.311
H -2.23 -1.37 -1.83 0.275
H -0.97 0.16 2.02 0.278
H -0.67 1.62 1.01 0.153
H -2.40 1.06 1.22 0.334
H 0.72 3.05 -0.10 0.270
H 2.14 2.70 -0.81 0.279
O 1.36 2.46 -0.34 -0.567
```

LUMO level, eV: 0.598
Net charge: 0
Structure (SMILES): CC(C)CC=O.O

---

Model c:
A cluster of 2 separate species, C5H12O2 in total, computed with ωB97M-V/def2-TZVPD.

Geometry as XYZ:
```
19
Properties=species:S:1:pos:R:3:mulliken_charge:R:1
C 1.68 -2.33 -0.54 -0.553
O 2.38 -1.69 0.54 -0.515
C 1.03 -1.33 -1.49 -0.750
C 0.05 -0.45 -0.73 -0.448
C -1.38 -0.93 -0.83 -0.285
C -2.41 -0.03 -0.69 -0.736
H 0.89 -2.86 0.01 0.264
H 2.29 -3.12 -0.98 0.323
H 2.81 -0.91 0.18 0.320
H 1.81 -0.79 -2.02 0.309
H 0.65 -1.97 -2.30 0.395
H -0.03 0.57 -1.14 0.464
H 0.30 -0.40 0.32 0.354
H -1.51 -1.95 -1.20 0.343
H -2.32 0.88 -1.28 0.272
H -3.04 0.08 0.18 0.243
H -1.82 5.74 3.59 0.322
H -0.29 5.50 4.21 0.322
O -1.10 5.99 4.16 -0.644
```

LUMO level, eV: 0.307
Net charge: 0
Structure (SMILES): C=CCCCO.O

---

Model d:
An isolated molecule of C5H12O2, computed with ωB97M-V/def2-TZVPD.

Geometry as XYZ:
```
19
Properties=species:S:1:pos:R:3:mulliken_charge:R:1
C 2.33 0.20 1.37 -1.212
C 0.89 0.64 1.09 -0.445
C 0.31 -0.05 -0.15 -0.087
O 0.25 -1.45 0.03 -0.615
C -1.13 0.34 -0.49 0.250
C -1.54 -0.14 -1.88 -1.417
O -1.94 -0.37 0.52 -0.655
H 2.38 -0.88 1.47 0.286
H 3.00 0.50 0.56 0.308
H 2.71 0.65 2.30 0.378
H 0.26 0.40 1.95 0.266
H 0.85 1.73 0.95 0.283
H 0.93 0.24 -1.02 0.397
H -0.64 -1.48 0.47 0.467
H -1.26 1.42 -0.39 0.331
H -1.22 -1.18 -1.99 0.328
H -2.63 -0.06 -1.95 0.411
H -1.11 0.44 -2.71 0.379
H -2.59 -0.98 0.13 0.345
```

LUMO level, eV: 0.835
Net charge: 0
Structure (SMILES): CC[C@@H](O)[C@@H](C)O

---

Which structure is the least stable? The one labeled model c.

---

Model a:
A cluster of 2 separate species, CH2INS in total, computed with ωB97M-V/def2-TZVPD.

Geometry as XYZ:
```
6
Properties=species:S:1:pos:R:3:mulliken_charge:R:1
C 0.13 -1.95 0.27 -0.140
N 0.06 -1.23 -0.65 -0.021
S 0.08 -0.14 -1.71 -0.185
I -0.62 2.51 0.98 -0.111
H 0.35 3.65 0.29 0.103
H 0.01 -2.83 0.82 0.353
```

LUMO level, eV: 0.416
Net charge: 0
Structure (SMILES): C#[N+][S-].I

---

Model b:
A cluster of 2 separate species, CH2INS in total, computed with ωB97M-V/def2-TZVPD.

Geometry as XYZ:
```
6
Properties=species:S:1:pos:R:3:mulliken_charge:R:1
C -1.10 0.31 0.15 0.432
N -0.42 -0.56 -0.42 -0.440
S -1.52 1.54 1.08 -0.178
I 2.60 0.06 0.61 -0.198
H -0.72 -1.22 -1.14 0.246
H 1.16 -0.14 -0.28 0.138
```

LUMO level, eV: -0.562
Net charge: 0
Structure (SMILES): N=C=S.I

---

Which structure is the least stable? The one labeled model a.

---

Model a:
An isolated molecule of C6H12O, computed with ωB97M-V/def2-TZVPD.

Geometry as XYZ:
```
19
Properties=species:S:1:pos:R:3:mulliken_charge:R:1
C 0.24 -0.79 -1.62 -1.487
C -0.61 -0.35 -0.43 0.982
C -1.88 0.43 -0.78 -1.418
O -0.85 -1.05 0.79 -0.600
C 0.21 -0.09 0.77 1.105
C 1.51 -0.83 1.01 -1.478
C 0.23 1.34 1.28 -1.186
H -0.29 -0.70 -2.57 0.395
H 0.67 -1.79 -1.55 0.320
H 1.07 -0.07 -1.67 0.326
H -1.85 1.50 -0.57 0.281
H -2.68 0.01 -0.17 0.334
H -2.14 0.29 -1.83 0.362
H 2.39 -0.35 0.55 0.317
H 1.68 -0.87 2.09 0.387
H 1.43 -1.86 0.66 0.406
H 0.39 1.49 2.34 0.345
H -0.63 1.92 0.95 0.306
H 1.10 1.76 0.75 0.304
```

LUMO level, eV: 0.939
Net charge: 0
Structure (SMILES): CC1(C)OC1(C)C

---

Model b:
A structure of composition C6H12O, computed with ωB97M-V/def2-TZVPD.

Geometry as XYZ:
```
19
Properties=species:S:1:pos:R:3:mulliken_charge:R:1
O 0.35 -1.84 1.21 -0.587
C 1.39 -1.06 0.65 -0.483
C 1.25 0.40 0.75 -0.712
C 0.61 1.23 -0.36 -1.075
C -0.77 0.67 -0.71 1.085
C -1.51 0.61 0.46 -0.687
C -1.21 0.32 -2.00 -1.312
H 1.42 -1.38 -0.49 0.187
H 1.53 0.91 1.66 0.329
H 2.44 -1.39 1.01 0.238
H 1.22 1.08 -1.22 0.449
H 0.46 2.24 -0.14 0.390
H -0.15 -1.35 1.85 0.359
H -0.83 -0.34 0.07 0.079
H -1.07 1.23 1.29 0.353
H -2.47 0.25 0.65 0.356
H -0.48 0.65 -2.79 0.371
H -2.21 0.72 -2.13 0.370
H -1.32 -0.86 -2.20 0.291
```

LUMO level, eV: -0.553
Net charge: 0

---

Which structure is the least stable? The one labeled model b.

---

Model a:
A cluster of 2 separate species, C6H12O in total, computed with ωB97M-V/def2-TZVPD.

Geometry as XYZ:
```
19
Properties=species:S:1:pos:R:3:mulliken_charge:R:1
C 0.26 2.24 1.51 -0.718
O -1.97 0.15 1.21 -0.466
C -1.68 -0.74 0.45 -0.092
C -1.29 -0.53 -0.99 -0.374
C -0.06 -1.38 -1.38 -0.720
C 1.05 -1.23 -0.36 0.074
C 1.95 -0.26 -0.39 -0.961
H -0.30 2.07 2.43 0.266
H -0.38 2.75 0.79 0.227
H 1.15 2.84 1.72 0.315
H -1.68 -1.80 0.79 0.364
H -2.15 -0.81 -1.62 0.361
H -1.09 0.53 -1.14 0.219
H 0.28 -1.08 -2.37 0.339
H -0.35 -2.44 -1.45 0.326
H 1.05 -1.93 0.47 0.311
H 2.69 -0.15 0.41 0.322
H 1.98 0.48 -1.19 0.264
H 0.56 1.28 1.10 -0.059
```

LUMO level, eV: 0.985
Net charge: 0
Structure (SMILES): C=CCCC=O.C

---

Model b:
An isolated molecule of C6H12O, computed with ωB97M-V/def2-TZVPD.

Geometry as XYZ:
```
19
Properties=species:S:1:pos:R:3:mulliken_charge:R:1
C -2.17 0.54 0.05 -1.459
C -0.98 -0.33 0.47 0.956
C -0.37 -1.03 -0.76 -0.769
O 0.85 -1.65 -0.30 -0.127
C 1.95 -0.99 -0.01 -0.455
C 2.21 0.29 -0.78 -0.743
C 0.08 0.46 1.24 -1.424
H -2.94 -0.05 -0.46 0.365
H -1.85 1.33 -0.63 0.366
H -2.63 1.01 0.92 0.366
H -1.34 -1.13 1.13 0.170
H -1.00 -1.85 -1.11 0.346
H -0.19 -0.34 -1.59 0.320
H 1.01 -0.12 1.39 0.452
H 3.00 -0.07 -1.46 0.321
H 2.70 1.02 -0.14 0.282
H 1.44 0.79 -1.38 0.316
H 0.33 1.40 0.73 0.312
H -0.24 0.68 2.26 0.406
```

LUMO level, eV: 0.942
Net charge: 0

---

Model c:
A cluster of 2 separate species, C6H12O in total, computed with ωB97M-V/def2-TZVPD.

Geometry as XYZ:
```
19
Properties=species:S:1:pos:R:3:mulliken_charge:R:1
C 1.28 0.66 1.50 -1.115
C 1.04 0.16 0.04 0.812
C 1.20 1.00 -0.96 -1.104
C 0.55 -1.30 -0.04 -0.601
C -0.83 -1.28 0.44 -0.200
C -1.33 -2.01 1.49 -0.713
H 0.42 0.31 2.10 0.284
H 1.41 1.73 1.67 0.366
H 2.29 0.13 1.84 0.234
H 1.26 2.08 -0.96 0.307
H 1.39 0.56 -2.01 0.276
H 0.69 -1.62 -1.13 0.306
H 1.28 -1.98 0.35 0.427
H -1.61 -1.12 -0.34 0.259
H -0.86 -2.92 1.90 0.240
H -2.38 -1.76 1.87 0.239
H -1.22 1.31 -2.02 0.314
H -1.83 2.34 -1.21 0.324
O -1.55 2.19 -2.11 -0.654
```

LUMO level, eV: 0.736
Net charge: 0
Structure (SMILES): C=CCC(=C)C.O

---

Which structure is the least stable? The one labeled model b.

---

Model a:
An isolated molecule of C6H12O, computed with ωB97M-V/def2-TZVPD.

Geometry as XYZ:
```
19
Properties=species:S:1:pos:R:3:mulliken_charge:R:1
C -1.58 0.55 -0.73 -1.261
C -1.26 -0.58 0.17 0.558
O -2.05 -0.87 1.21 -0.481
C -0.13 -1.43 -0.10 -0.707
C 0.98 -0.73 0.73 -0.516
C 1.17 0.78 0.65 -0.473
C 1.78 0.84 -0.74 -1.026
H -1.68 0.18 -1.76 0.270
H -0.74 1.27 -0.78 0.264
H -2.50 1.08 -0.45 0.434
H -2.68 -0.15 1.35 0.312
H -0.27 -2.45 0.28 0.389
H 0.13 -1.44 -1.17 0.302
H 1.06 -1.17 1.74 0.441
H 1.95 -0.64 -0.15 0.296
H 1.95 1.03 1.37 0.278
H 0.30 1.41 0.91 0.385
H 2.49 1.64 -0.96 0.307
H 1.08 0.69 -1.57 0.226
```

LUMO level (spin up / spin down), eV: 0.076 / 0.683
Net charge: 0

---

Model b:
A cluster of 3 separate species, C6H12O in total, computed with ωB97M-V/def2-TZVPD.

Geometry as XYZ:
```
19
Properties=species:S:1:pos:R:3:mulliken_charge:R:1
C -0.10 -0.99 -1.74 -1.152
C -0.90 0.00 -1.35 0.246
C -0.69 1.44 -1.73 -0.922
C -0.26 0.86 1.61 -0.158
C -0.17 -0.26 2.27 -0.628
C 1.12 0.41 1.92 -0.080
O 2.01 -0.08 0.95 -0.528
H 0.39 -2.47 0.35 0.132
H -0.35 -2.03 -1.54 0.467
H 0.82 -0.81 -2.30 0.273
H -1.80 -0.23 -0.79 0.316
H -1.37 1.69 -2.55 0.321
H 0.33 1.62 -2.06 0.276
H -0.91 2.13 -0.91 0.221
H -0.90 1.61 1.16 0.379
H -0.68 -1.08 2.75 0.379
H 0.26 -2.26 1.04 -0.138
H 1.71 0.90 2.68 0.359
H 1.50 -0.46 0.23 0.237
```

LUMO level, eV: 1.159
Net charge: 0
Structure (SMILES): OC1C=C1.[H][H].C=CC

---

Which structure is the least stable? The one labeled model a.

---

Model a:
A structure of composition C8H10AuCl3GeN2O2S2, computed with ωB97M-V/def2-TZVPD.

Geometry as XYZ:
```
29
Properties=species:S:1:pos:R:3:mulliken_charge:R:1
Au -0.54 0.70 -0.40 0.717
C 2.47 1.92 0.05 -0.827
O 1.71 1.24 -0.96 -0.220
C 2.38 0.11 -1.53 -0.702
C 2.02 -1.16 -0.80 -0.441
O 0.62 -1.34 -1.00 0.137
C 0.13 -2.60 -0.51 -0.918
H 3.43 2.22 -0.37 0.320
H 2.63 1.29 0.93 0.348
H 1.91 2.80 0.33 0.268
H 3.46 0.26 -1.54 0.483
H 2.02 0.03 -2.56 0.235
H 2.24 -1.08 0.27 0.328
H 2.58 -2.00 -1.22 0.442
H 0.59 -3.41 -1.06 0.297
H -0.94 -2.61 -0.67 0.281
H 0.35 -2.71 0.56 0.370
S -0.55 -0.17 1.93 -0.376
C -2.07 0.52 2.04 0.803
S -2.57 1.41 0.69 -0.090
C -2.89 0.37 3.21 0.449
C -4.14 1.02 3.30 -0.159
N -5.16 1.55 3.37 -0.256
C -2.47 -0.45 4.28 -0.081
N -2.13 -1.13 5.15 -0.269
Cl -0.85 -1.08 -3.85 -0.235
Ge -1.09 0.78 -2.85 0.587
Cl 0.04 2.26 -3.86 -0.243
Cl -3.17 1.28 -2.91 -0.247
```

2S+1: 2
LUMO level (spin up / spin down), eV: -6.440 / -7.295
Net charge: +1

---

Model b:
A structure of composition C8H10AuCl3GeN2O2S2, computed with ωB97M-V/def2-TZVPD.

Geometry as XYZ:
```
29
Properties=species:S:1:pos:R:3:mulliken_charge:R:1
Au 0.08 -0.56 0.10 1.016
C 3.20 0.04 0.56 -0.771
O 1.84 0.36 0.92 -0.375
C 1.63 1.75 1.31 -0.649
C 1.20 2.60 0.15 -0.396
O -0.04 2.08 -0.30 -0.110
C -0.60 2.82 -1.38 -0.814
H 3.84 0.28 1.41 0.319
H 3.50 0.60 -0.32 0.367
H 3.24 -1.03 0.37 0.248
H 2.56 2.11 1.75 0.443
H 0.86 1.73 2.08 0.285
H 1.94 2.58 -0.66 0.309
H 1.09 3.63 0.50 0.412
H -0.82 3.84 -1.07 0.307
H -1.52 2.32 -1.67 0.263
H 0.09 2.84 -2.23 0.321
S -1.89 -1.55 -0.48 -0.142
C -2.63 -0.78 0.90 0.542
S -1.41 -0.51 2.09 -0.206
C -3.96 -0.50 1.04 0.673
C -4.85 -0.78 -0.04 -0.178
N -5.52 -1.00 -0.95 -0.249
C -4.44 0.10 2.24 -0.128
N -4.80 0.61 3.20 -0.256
Cl 2.42 -2.71 -1.76 -0.256
Ge 1.02 -1.15 -2.10 0.505
Cl 2.03 0.57 -2.85 -0.264
Cl -0.43 -1.78 -3.49 -0.217
```

2S+1: 2
LUMO level (spin up / spin down), eV: -5.554 / -7.657
Net charge: +1

---

Which structure is the least stable? The one labeled model a.

---

Model a:
A cluster of 2 separate species, C2H8N2O3P in total, computed with ωB97M-V/def2-TZVPD.

Geometry as XYZ:
```
16
Properties=species:S:1:pos:R:3:mulliken_charge:R:1
C -1.15 -1.34 0.76 -0.602
C 0.73 0.06 0.57 -0.005
N -2.00 -1.12 -0.38 -0.816
N 0.78 0.95 1.63 -0.419
O 2.09 1.15 -1.40 -0.583
O -0.45 1.63 -1.35 -0.767
O 0.42 -0.77 -2.10 -0.809
P 0.50 0.46 -1.18 0.722
H -1.76 -1.06 1.56 0.311
H -0.70 -2.29 0.82 0.312
H 1.55 -0.79 0.63 0.245
H -1.85 -0.16 -0.59 0.318
H -1.65 -1.47 -1.26 0.391
H 0.42 1.84 1.39 0.213
H 1.49 0.85 2.35 0.177
H 1.57 2.06 -1.47 0.311
```

LUMO level (spin up / spin down), eV: 3.978 / 3.978
Net charge: -1

---

Model b:
A cluster of 2 separate species, C2H8N2O3P in total, computed with ωB97M-V/def2-TZVPD.

Geometry as XYZ:
```
16
Properties=species:S:1:pos:R:3:mulliken_charge:R:1
C 0.92 0.10 -1.42 -0.748
C -0.88 -0.36 -0.37 -0.192
N 1.96 0.65 -0.68 -0.753
N -1.82 0.72 -0.44 -0.640
O -1.10 -0.96 2.44 -0.582
O 0.12 1.14 1.63 -0.812
O 1.28 -1.18 1.30 -0.840
P -0.02 -0.31 1.24 0.780
H 0.53 0.74 -2.20 0.386
H 1.12 -0.92 -1.76 0.291
H -1.37 -1.22 -0.77 0.459
H 1.48 1.33 -0.21 0.366
H 2.09 -0.20 -0.11 0.484
H -1.33 1.37 0.18 0.316
H -2.03 1.07 -1.38 0.206
H -0.96 -1.97 2.57 0.279
```

LUMO level, eV: 4.089
Net charge: -1

---

Which structure is the least stable? The one labeled model a.